(1)
Below is C5H9FO2Si in the gas phase in a non-equilibrium geometry, with properties calculated with the ωB97M-V functional and the def2-TZVPD basis.

## Properties
Lowest unoccupied orbital energy (eV): -0.042
Gap between HOMO and LUMO (eV): 9.218
Highest occupied orbital energy (Eh): -0.340
E (Ha): -735.59057
SMILES string: C=CC(=O)[Si](C)(C)OF
Charge: 0
Energy relative to the best compared isomer or geometry (same formula, charge and spin) (kcal per mole): 156.2

Each line ends with the Löwdin charge.
Cartesian coordinates (Å):
1 C -3.135843 0.873844 0.520066  0.03
2 C -2.060802 0.102480 0.367401  -0.15
3 C -0.985821 -0.024650 -0.639222  -0.43
4 O -1.168422 0.018461 -1.825902  0.04
5 Si 0.874153 -0.161458 -0.185069  0.59
6 C 1.748724 -0.859462 -1.765217  -0.12
7 C 1.229858 -0.646548 1.565093  -0.14
8 O 1.408094 1.399442 0.101181  -0.19
9 F 1.469490 2.546059 -0.638621  -0.06
10 H -3.681096 0.830946 1.437390  0.05
11 H -3.386691 1.664595 -0.215577  0.08
12 H -1.895642 -0.718101 1.208437  0.13
13 H 0.922556 -0.490619 -2.461913  0.04
14 H 2.626675 -0.346965 -1.822335  -0.02
15 H 1.726154 -1.994356 -1.689558  0.06
16 H 2.177982 -1.323321 1.667377  0.09
17 H 1.564650 0.162162 2.123108  0.01
18 H 0.565974 -1.032508 2.253369  0.00

Forces on atoms 1 to 6 (eV/Å):
C 1.0 0.9 -1.3
C -0.2 -2.4 2.6
C 0.1 0.3 0.6
O -0.7 0.2 -1.5
Si 0.2 -0.4 -1.0
C -5.1 -1.5 1.7

(2)
Below is C3H7N3O2S in the gas phase in a non-equilibrium geometry, with properties calculated with the ωB97M-V functional and the def2-TZVPD basis.

## Properties
Lowest unoccupied orbital energy (spin up / spin down) (eV): -2.259 / -0.759
Gap between HOMO and LUMO (spin up / spin down) (eV): 7.560 / 8.612
Highest occupied orbital energy (spin up / spin down) (Eh): -0.361 / -0.344
E (Ha): -831.14142
Charge: 0
Energy relative to the best compared isomer or geometry (same formula, charge and spin) (kcal per mole): 156.1

Each line ends with the Löwdin charge.
Cartesian coordinates (Å):
1 C -0.770416 0.530150 -0.025183  -0.23
2 C -2.040157 -0.330396 0.374332  -0.35
3 C -0.021226 -0.067234 -1.237380  -0.34
4 N -1.789861 -1.245753 1.387044  0.07
5 N 2.579872 -0.840040 -0.053501  -0.30
6 N 2.835882 0.435249 0.178196  -0.55
7 O 3.898588 0.632980 0.666918  0.10
8 O 1.971874 1.250933 -0.086733  -0.01
9 S 1.201752 -1.407468 -0.614130  1.04
10 H -1.214563 1.614810 -0.376932  0.16
11 H 0.021350 0.768993 0.651036  0.07
12 H -2.735077 0.575167 0.684430  0.14
13 H -2.700310 -0.884703 -0.272668  0.09
14 H -0.544566 -0.682295 -1.884493  0.04
15 H 0.518488 0.673797 -1.595828  0.01
16 H -1.211632 -1.024189 2.204890  0.05

Forces on atoms 1 to 6 (eV/Å):
C -2.6 1.4 -3.6
C 0.1 3.2 2.3
C -0.4 -2.7 4.4
N -0.2 -1.7 1.2
N -0.1 -2.8 -0.3
N -1.1 0.2 -0.2

(3)
Below is 2 unconnected molecules or ions with the total composition C14H26N5O4P in a non-equilibrium geometry, with properties calculated with the ωB97M-V functional and the def2-TZVPD basis.

## Properties
Lowest unoccupied orbital energy (eV): -2.450
Gap between HOMO and LUMO (eV): 6.504
Highest occupied orbital energy (Eh): -0.329
E (Ha): -1464.83819
SMILES string: [H]/N=C(\N)NCCCC[C@H](C#N)[C@@H](C#N)C=C.COP(=O)(OC)OC
Charge: 0

Each line ends with the Löwdin charge.
Cartesian coordinates (Å):
1 H -3.472994 -0.883439 -0.760260  0.04
2 N -2.501940 -1.018584 -1.126901  0.09
3 C -2.114866 0.150976 -1.646607  -0.45
4 N -3.148594 1.242552 -1.597595  0.05
5 N -0.783151 0.351155 -2.268319  -0.04
6 C 0.149913 1.090815 -1.349498  -0.23
7 C 1.631530 0.918434 -1.972682  -0.20
8 C 2.749346 1.852749 -1.282704  -0.20
9 C 4.002956 1.897759 -2.322538  -0.18
10 C 5.262684 2.735026 -1.776570  -0.24
11 C 6.135944 3.216208 -3.060529  -0.16
12 N 6.750054 3.439130 -4.083944  0.12
13 C 6.271585 1.908806 -0.821295  -0.21
14 C 5.623364 0.589000 -0.167797  -0.18
15 N 5.157833 -0.310403 0.496629  0.13
16 C 7.621681 1.403826 -1.573065  -0.14
17 C 7.896023 -0.023060 -1.660744  -0.01
18 H -2.877527 2.011486 -2.242629  0.07
19 H -3.242646 1.583508 -0.628752  0.08
20 H -0.399721 -0.567414 -2.543723  0.11
21 H 0.108353 0.690045 -0.260398  0.13
22 H -0.126460 2.204974 -1.376696  0.12
23 H 1.952621 -0.183729 -1.850737  0.13
24 H 1.554246 1.222968 -3.091338  0.12
25 H 2.380552 2.934042 -1.068731  0.12
26 H 3.023875 1.409075 -0.261885  0.10
27 H 3.601459 2.481644 -3.244646  0.13
28 H 4.308692 0.866197 -2.712957  0.13
29 H 4.917031 3.694866 -1.255581  0.14
30 H 6.568294 2.629131 0.039995  0.16
31 H 8.412972 2.101961 -2.012079  0.11
32 H 7.163931 -0.763440 -2.134321  0.08
33 H 8.885327 -0.479430 -1.262189  0.08
34 C -3.709010 -4.295851 3.189890  -0.13
35 O -4.761281 -3.483344 3.690741  -0.30
36 P -5.403058 -2.315647 2.605426  0.73
37 O -4.023759 -1.706353 2.368395  -0.28
38 O -6.126678 -1.527048 3.857673  -0.26
39 C -5.607954 -1.622416 5.176152  -0.12
40 O -6.096338 -1.178012 1.518661  -0.26
41 C -7.471946 -1.415504 1.227045  -0.15
42 H -3.585397 -5.150026 3.855645  0.09
43 H -3.947420 -4.655826 2.187285  0.08
44 H -2.771140 -3.734992 3.172951  0.09
45 H -4.518052 -1.589751 5.196301  0.09
46 H -5.974095 -2.536614 5.642647  0.08
47 H -5.985702 -0.774560 5.758339  0.09
48 H -8.073127 -1.351856 2.137322  0.08
49 H -7.591683 -2.402557 0.773200  0.08
50 H -7.815733 -0.656462 0.523424  0.09

Forces on atoms 1 to 6 (eV/Å):
H 0.9 -0.2 -0.5
N 1.2 3.5 -1.3
C -1.9 -2.5 1.4
N 2.7 -0.2 -0.6
N -1.8 0.1 1.4
C 1.0 0.1 -0.3